268
Properties=species:S:1:pos:R:3:forces:R:3:lowdin_charge:R:1 method="wB97M-V/def2-TZVPD" orbital_gap_ev=10.0 e_homo_ev=-15.4775 total_charge=+3
C 6.969715 6.738968 0.574381 0.596 -0.471 -0.264 -0.0878
C 5.477187 7.104589 0.311707 0.111 0.190 -1.124 -0.2062
C 4.663422 5.923807 0.823055 0.827 -0.605 -0.111 -0.1601
N 3.239719 6.101766 1.220889 -1.282 0.655 -1.609 -0.2848
C 2.636201 4.860320 1.747891 0.219 -1.406 1.282 -0.1203
C 2.473738 3.719342 0.753789 0.677 -0.883 0.138 -0.1789
C 1.590886 4.145942 -0.403491 1.329 0.689 -1.393 -0.1526
C 2.195020 5.510135 -1.016588 -0.448 -1.569 0.001 -0.1139
C 2.385791 6.585469 0.069377 0.407 -0.280 -1.657 -0.0878
C 3.146777 7.114286 2.286663 0.546 0.842 -0.593 0.0327
H 7.170086 6.519001 1.639733 -0.331 0.205 -0.357 0.0795
H 7.735619 7.483911 0.283941 -0.835 -0.070 -0.001 0.0880
H 7.274980 5.808126 0.024658 -0.504 0.712 0.345 0.0894
H 5.285171 7.280257 -0.782541 0.297 -0.192 0.949 0.1302
H 5.165178 8.020020 0.814853 0.420 0.028 0.049 0.1011
H 5.138929 5.676678 1.745617 0.310 -0.546 0.835 0.1114
H 4.824696 5.061245 0.157173 -0.609 0.330 0.204 0.1381
H 3.337603 4.633695 2.562863 -0.305 -0.535 -0.044 0.1373
H 1.654516 5.040604 2.225523 0.420 0.540 -0.470 0.1395
H 3.464078 3.300424 0.450329 -0.519 0.582 -0.149 0.1152
H 2.011447 2.837942 1.235472 0.013 0.591 0.191 0.1077
H 1.613139 3.339756 -1.185783 -0.250 0.790 0.646 0.0989
H 0.581571 4.259982 -0.027877 -0.322 0.239 -0.125 0.0958
H 3.102473 5.228932 -1.597653 -0.111 0.346 0.735 0.1117
H 1.550130 5.913977 -1.809208 -0.155 0.027 0.484 0.1140
H 2.825030 7.490345 -0.388233 0.058 -0.382 0.504 0.1484
H 1.416185 6.850517 0.448759 -0.428 0.107 0.469 0.1043
H 3.778708 6.814105 3.120219 -0.198 0.111 0.085 0.1265
H 2.108807 7.267485 2.516827 -0.413 -0.107 0.428 0.1061
H 3.506365 8.025123 1.810286 0.030 0.168 0.571 0.1072
C -5.789672 1.300037 2.015431 1.073 0.479 -0.214 -0.0424
C -4.373020 1.300934 2.603581 -0.265 -0.127 0.434 -0.2054
C -4.180651 2.533201 3.447558 1.009 0.211 0.227 -0.0973
N -2.952969 2.506596 4.448005 -2.461 -0.214 -0.387 -0.2633
C -3.214027 3.664341 5.388280 1.016 -1.325 0.074 -0.0810
C -2.135319 3.657550 6.470666 -0.338 0.248 0.341 -0.1552
C -2.086517 2.353143 7.299529 -0.951 0.698 -0.758 -0.1563
C -1.963219 1.193223 6.314064 0.448 -0.574 0.008 -0.1704
C -2.960472 1.166924 5.179637 -0.071 1.848 -0.636 -0.0969
C -1.770117 2.714371 3.635100 0.678 -1.313 0.054 -0.0070
H -5.816135 1.902248 1.137614 -0.163 0.400 -0.602 0.0275
H -6.494261 1.730985 2.708386 -0.411 -0.199 0.315 0.0921
H -6.039487 0.315108 1.701480 -0.502 -0.790 0.032 0.0460
H -3.577605 1.190748 1.858246 -0.283 -0.082 -0.018 0.0956
H -4.352719 0.448951 3.253235 0.222 -0.717 0.214 0.0838
H -5.042835 2.716042 4.088971 -0.006 0.099 -0.195 0.1332
H -3.959534 3.360259 2.767000 -0.246 0.318 0.497 0.1086
H -4.183984 3.404043 5.813349 -0.056 0.618 0.118 0.1384
H -3.210594 4.559745 4.750082 -0.247 -0.161 0.462 0.1399
H -2.327451 4.525777 7.075150 -0.222 0.299 0.622 0.1170
H -1.155153 3.877593 6.073166 0.350 -0.127 -0.523 0.1103
H -2.999399 2.267649 7.914799 0.212 -0.049 -0.327 0.1281
H -1.262498 2.403354 8.001529 0.227 -0.176 -0.011 0.1114
H -2.203567 0.253641 6.780098 0.508 -0.555 0.649 0.1139
H -0.923159 1.142421 5.909137 -0.746 -0.065 0.288 0.1196
H -4.008594 1.034203 5.477889 0.322 -0.113 0.272 0.1524
H -2.726173 0.435277 4.413815 0.175 -0.232 0.170 0.1199
H -1.691409 3.759040 3.440990 0.270 0.432 -0.441 0.0668
H -1.972304 2.095471 2.774198 0.549 0.288 -0.662 0.0723
H -0.864733 2.296164 4.097437 -0.309 0.399 0.066 0.1102
C 2.200819 2.617940 -4.249945 -0.449 -1.386 -0.128 -0.1125
C 3.631251 2.164599 -4.308695 1.236 -0.567 0.846 -0.2417
C 3.976886 1.350070 -2.980566 -0.063 0.655 -1.416 -0.1507
C 3.295738 -0.055418 -2.993729 0.066 1.061 0.200 -0.1135
N 4.218998 -1.182877 -2.585380 0.161 0.442 -0.357 -0.1967
C 3.328555 -2.401720 -2.250739 0.251 1.821 -1.261 -0.1006
C 2.985727 -2.288978 -0.813619 0.914 1.266 1.156 -0.1028
C 3.855667 -1.089214 -0.205416 -0.410 -0.932 -0.675 -0.1156
C 4.887364 -0.846332 -1.257445 0.263 -0.564 -1.684 -0.1079
C 5.082407 -1.415293 -3.821688 1.487 -1.033 1.821 -0.0722
C 6.220999 -2.458434 -3.666622 0.437 -0.419 -0.280 -0.2147
C 7.569761 -1.856572 -3.375811 0.913 2.135 0.360 -0.1221
H 1.945454 3.100806 -5.170822 -0.247 0.945 -0.224 0.0742
H 2.122306 3.205329 -3.339096 -0.576 0.431 -0.237 0.0512
H 1.482380 1.769133 -4.210391 0.414 0.316 0.329 0.0757
H 4.259668 3.078071 -4.405026 -0.138 -0.661 0.313 0.1196
H 3.886479 1.548076 -5.182287 -0.267 0.066 0.136 0.1104
H 3.580792 1.993521 -2.158658 0.527 -0.762 -0.226 0.1065
H 5.077568 1.242930 -2.904043 -0.636 0.246 0.056 0.1019
H 2.836156 -0.285792 -3.980266 0.545 -0.017 0.602 0.1438
H 2.496655 -0.026839 -2.275336 -0.491 -0.227 0.306 0.1214
H 3.771343 -3.331158 -2.513370 0.677 -0.499 -0.386 0.1199
H 2.503382 -2.193777 -2.895538 -0.827 -0.641 -0.372 0.1153
H 3.329839 -3.217767 -0.402579 -0.673 -0.428 0.830 0.1120
H 1.932320 -2.047661 -0.732902 -0.100 -0.536 0.647 0.0998
H 4.536733 -1.338529 0.596314 -0.740 -0.386 1.005 0.1021
H 3.208183 -0.263761 0.060427 0.063 0.310 -0.018 0.0898
H 5.632983 -1.639790 -1.153549 0.227 0.346 -0.070 0.1334
H 5.351484 0.135462 -1.306763 0.033 -0.155 0.088 0.1222
H 5.567494 -0.472263 -4.076084 -0.501 0.016 -0.313 0.1278
H 4.360617 -1.779651 -4.500422 -0.563 -0.015 -1.201 0.1201
H 6.387003 -3.026177 -4.596301 -0.734 0.251 0.088 0.1270
H 6.064351 -3.238738 -2.909335 -0.540 0.252 -0.106 0.1142
H 7.566012 -1.226228 -2.478057 -0.063 -0.550 0.504 0.0623
H 7.914580 -1.052935 -4.065533 -0.424 -0.871 -0.396 0.0921
H 8.381601 -2.575980 -3.300376 -0.153 -0.114 0.045 0.0852
C -5.238366 -3.793735 4.129180 0.745 -0.118 -0.921 -0.0788
C -3.829244 -3.176890 3.951794 -0.878 -0.305 -0.079 -0.2150
C -3.289835 -3.461258 2.540156 -0.460 0.965 0.445 -0.1885
C -3.160412 -4.911748 2.405111 1.153 -1.809 -2.093 -0.1176
N -2.239440 -5.330767 1.221953 0.357 0.087 -0.469 -0.1976
C -2.128754 -6.831114 1.203049 -0.301 -0.303 -0.549 -0.1150
C -3.383108 -7.341703 0.497863 0.379 -0.412 -1.286 -0.1314
C -3.764476 -6.208715 -0.482785 -0.176 1.724 0.652 -0.1017
C -2.887961 -4.934460 -0.141743 -0.372 -1.539 1.379 -0.0226
C -0.843341 -4.768796 1.298554 -0.324 0.159 2.429 -0.1083
C -0.207855 -5.139711 2.693753 -0.069 1.884 -1.185 -0.1829
C 1.130382 -4.426695 2.830634 0.191 0.974 0.423 -0.1007
H -5.767836 -3.679025 3.190211 -0.320 0.029 -0.206 0.0747
H -5.778941 -3.243120 4.856937 -0.556 0.270 0.848 0.0622
H -5.247307 -4.854269 4.374003 0.130 -0.013 0.155 0.0785
H -3.202820 -3.542126 4.780490 0.271 0.212 -0.439 0.1094
H -3.977082 -2.111765 4.056376 0.270 0.443 0.119 0.0824
H -2.386604 -2.894650 2.281485 -0.089 -0.170 0.332 0.1127
H -4.043970 -3.193918 1.795917 0.018 0.643 0.296 0.0951
H -4.094331 -5.394544 2.150715 -0.397 0.029 0.049 0.1404
H -2.755068 -5.452715 3.230048 0.285 -0.089 0.833 0.1149
H -1.187722 -7.042775 0.650982 -0.757 -0.163 0.290 0.1462
H -2.113654 -7.265746 2.194867 0.493 0.327 0.317 0.1291
H -3.121126 -8.241308 -0.083781 -0.040 0.275 0.275 0.1238
H -4.199707 -7.679042 1.161300 0.414 0.624 -0.131 0.1241
H -3.576051 -6.383124 -1.524905 0.021 -0.681 -0.370 0.0856
H -4.813721 -5.940125 -0.380284 -0.094 -0.024 -0.075 0.1090
H -2.131529 -4.747215 -0.896640 0.274 -0.154 0.289 0.1023
H -3.400728 -4.013928 0.079496 -0.496 0.151 -0.346 0.0916
H -0.899881 -3.681693 1.291719 -0.020 -0.117 -0.588 0.0908
H -0.283878 -5.164272 0.463755 0.128 0.058 -0.226 0.1161
H -0.028277 -6.180409 2.711973 -0.172 -1.220 0.541 0.0940
H -0.861358 -4.756940 3.498580 0.200 -0.592 -0.370 0.1136
H 1.094623 -3.394423 2.424867 0.045 -0.544 0.077 0.0691
H 1.953751 -4.960108 2.411509 0.413 -0.405 -1.043 0.0644
H 1.482190 -4.350510 3.858620 -0.486 0.112 0.416 0.0619
C -0.984914 0.831861 -7.083190 -1.261 0.933 0.555 -0.0961
C -1.434695 0.200388 -5.749445 1.088 0.296 0.196 -0.2374
C -1.211456 -1.315713 -5.666530 1.739 1.783 0.222 -0.1792
C -1.912524 -2.005766 -6.729991 -0.960 0.211 -1.601 -0.1711
N -1.699421 -3.431598 -6.802364 0.488 -1.324 0.977 -0.2353
C -0.284605 -3.806816 -7.126289 0.203 -0.617 -0.268 -0.0713
C -0.137383 -3.607725 -8.655313 -0.075 0.448 0.236 -0.1114
C -1.548681 -3.934457 -9.155901 -0.752 1.562 -0.409 -0.1376
C -2.423839 -4.076353 -7.952968 -1.079 0.155 1.491 -0.0963
C -2.085229 -4.097101 -5.486659 -0.875 1.530 0.326 -0.1197
C -3.533215 -3.792569 -5.022620 0.679 0.023 -0.861 -0.2120
C -4.050336 -4.964473 -4.223569 -0.069 0.398 1.907 -0.0810
H -0.000572 0.564162 -7.420802 0.406 -0.524 -0.187 0.0680
H -0.914603 1.895890 -6.817391 -0.086 -0.011 -0.616 0.0680
H -1.749371 0.729349 -7.886335 0.711 -0.012 0.437 0.0922
H -2.473416 0.468428 -5.599496 -0.259 -0.002 0.205 0.0785
H -0.816950 0.712814 -4.951798 -0.787 -0.724 -0.514 0.1090
H -1.494098 -1.720773 -4.733737 -0.114 -0.217 1.323 0.1021
H -0.121204 -1.399611 -5.803651 -0.221 -0.386 0.283 0.1255
H -1.596552 -1.644964 -7.684127 0.030 0.590 -0.796 0.1256
H -2.978864 -1.849038 -6.642164 -0.389 0.057 -0.049 0.1481
H -0.261981 -4.887527 -6.877516 0.362 0.576 -0.192 0.1530
H 0.387652 -3.287283 -6.455164 0.185 0.008 -0.088 0.1231
H 0.545900 -4.340825 -9.081184 0.285 0.281 0.209 0.1195
H 0.157732 -2.579642 -8.990868 -0.044 -0.919 0.581 0.1270
H -1.565744 -4.836322 -9.715669 -0.107 -0.594 -0.732 0.1147
H -2.004517 -3.095756 -9.729150 0.694 -0.731 -0.148 0.1351
H -2.635084 -5.073591 -7.592663 0.266 -0.502 -0.368 0.1406
H -3.399937 -3.610002 -8.005482 -0.119 0.219 -0.358 0.1358
H -1.353762 -3.881402 -4.691716 -0.188 0.013 -0.610 0.1046
H -2.014198 -5.093385 -5.770676 0.157 -2.022 0.148 0.0872
H -4.195570 -3.801995 -5.887441 0.001 0.847 -0.211 0.1070
H -3.572235 -2.837626 -4.455268 -0.181 -0.575 -0.430 0.1175
H -3.228738 -5.251348 -3.527366 -0.673 -0.361 -0.346 0.0709
H -4.380602 -5.805101 -4.859839 0.273 0.374 0.451 0.0981
H -4.887952 -4.574065 -3.582085 0.554 -0.747 -0.636 0.0896
C 3.119342 0.345835 3.360206 1.385 0.477 -0.260 -0.0887
C 2.663004 -0.743788 4.291976 0.438 -0.043 -0.281 -0.2314
C 3.796134 -1.604153 4.807415 0.890 -0.046 0.324 -0.1862
C 4.451886 -0.907852 5.996857 1.556 0.200 -0.422 -0.0670
N 5.814316 -1.558099 6.514338 -1.140 1.325 0.224 -0.1907
C 6.053958 -1.005698 7.936299 -0.422 0.761 -1.323 -0.0969
C 5.435753 -2.004309 8.853999 -0.429 -2.019 1.033 -0.1159
C 4.947640 -3.228237 7.962334 0.288 0.920 0.886 -0.1095
C 5.706157 -3.045378 6.700710 1.358 0.214 -0.300 -0.1241
C 6.896134 -1.211170 5.502111 0.096 -1.037 1.173 -0.1278
C 7.291627 0.243548 5.401212 -1.230 0.030 -1.060 -0.2248
C 8.467189 0.438456 4.462004 0.428 0.831 -0.851 -0.0911
H 3.859451 -0.036825 2.646959 -0.071 -0.144 0.045 0.0634
H 3.632512 1.192972 3.852649 -0.414 -0.248 -0.017 0.0807
H 2.318456 0.705207 2.750219 -0.672 0.440 -0.200 0.0501
H 1.962477 -1.354086 3.755602 -0.476 -0.422 -0.113 0.1014
H 2.172781 -0.309486 5.137548 -0.714 0.241 0.550 0.1054
H 4.509671 -1.820295 4.013198 0.131 0.223 -0.165 0.1126
H 3.455236 -2.577711 5.110447 -0.504 -0.425 0.299 0.1026
H 3.713924 -0.817458 6.786286 0.298 -0.216 0.495 0.1371
H 4.811585 0.113208 5.742460 -0.620 -0.662 0.140 0.1159
H 7.110927 -0.940451 8.129909 0.475 0.029 -0.316 0.1315
H 5.639658 0.013166 7.951432 0.110 -0.402 0.135 0.1407
H 6.227200 -2.322652 9.547257 -0.359 -0.180 -0.153 0.1264
H 4.617744 -1.675452 9.496208 0.058 0.331 -0.297 0.1232
H 5.005556 -4.220623 8.426568 0.306 0.418 -0.143 0.1397
H 3.938771 -3.075677 7.671863 -1.316 0.113 0.264 0.0945
H 6.735015 -3.417980 6.794537 -0.220 0.028 -0.231 0.1510
H 5.233398 -3.415452 5.811939 -0.035 -0.563 -0.321 0.1205
H 6.537291 -1.682220 4.619960 -0.280 0.137 -1.212 0.1162
H 7.724641 -1.861758 5.781262 0.357 0.326 0.241 0.1392
H 7.535667 0.587284 6.398994 0.022 0.395 0.081 0.1130
H 6.425679 0.807713 4.972876 0.661 -0.133 0.633 0.1150
H 8.304124 0.204964 3.383397 -0.296 -0.206 0.880 0.0924
H 9.305465 -0.143783 4.806115 0.471 -0.189 0.017 0.0762
H 8.783422 1.501318 4.437008 -0.171 -0.570 0.291 0.0920
C -6.217112 -0.413765 -4.076290 -0.642 -1.249 -1.253 -0.1113
C -4.893147 0.028163 -3.565382 0.623 0.321 0.609 -0.2884
C -5.067153 1.411034 -2.947649 0.425 -0.541 1.078 -0.1765
C -3.685079 1.841068 -2.411477 -0.150 0.065 -1.974 -0.0780
N -3.392250 3.354269 -2.583120 -0.580 -1.521 0.460 -0.1976
C -3.504608 3.788367 -4.042467 0.214 0.626 0.718 -0.0658
C -2.673906 5.084558 -4.083878 -0.572 -0.469 0.011 -0.1248
C -1.534366 4.824118 -3.069910 -0.599 0.570 -0.798 -0.1298
C -1.989983 3.625315 -2.228245 1.566 0.526 -0.309 -0.1274
C -4.306730 4.153848 -1.690619 1.418 1.561 -0.303 -0.1070
C -4.439802 3.675758 -0.279347 0.582 0.169 0.671 -0.2434
C -5.754305 4.196395 0.317486 1.167 -0.173 -0.078 -0.0621
H -6.881968 -0.589833 -3.235413 0.015 -0.413 -0.059 0.0592
H -6.102570 -1.347090 -4.702923 -0.461 0.888 0.725 0.0932
H -6.735280 0.353416 -4.666908 0.365 -0.095 -0.201 0.0832
H -4.117079 0.183640 -4.325904 -0.186 -0.515 -0.269 0.0797
H -4.508016 -0.709939 -2.819513 -0.178 0.591 -0.435 0.1234
H -5.854170 1.308119 -2.190369 0.417 0.340 0.218 0.1127
H -5.486616 2.047476 -3.709143 0.148 0.477 -0.351 0.1022
H -2.920641 1.311898 -3.037370 -0.413 0.690 0.424 0.1232
H -3.516046 1.497551 -1.408312 0.167 0.264 0.438 0.1030
H -4.553662 3.876260 -4.340739 0.332 0.013 0.147 0.1364
H -3.014627 3.015486 -4.599131 0.151 -0.580 -0.437 0.1196
H -3.328551 5.900050 -3.803336 0.079 0.307 0.206 0.1121
H -2.298740 5.320272 -5.081804 -0.121 -0.219 0.074 0.1211
H -1.388866 5.710262 -2.474713 0.242 0.233 0.301 0.0977
H -0.639281 4.640231 -3.673956 0.068 -0.237 0.549 0.1076
H -1.842370 3.795636 -1.165545 -0.350 -0.127 0.059 0.1086
H -1.367166 2.794761 -2.529870 -0.176 -0.595 0.125 0.1210
H -5.230310 4.238847 -2.218903 -0.790 -0.013 -0.229 0.1310
H -3.817880 5.168174 -1.612774 -0.770 -0.787 -0.389 0.1583
H -3.590451 4.071703 0.282056 -0.049 -0.026 0.052 0.0840
H -4.358533 2.591276 -0.185348 -0.406 0.134 -0.014 0.0884
H -5.678233 4.007625 1.384612 -0.625 -0.151 0.025 0.0560
H -6.502353 3.596816 -0.199945 -0.690 0.508 0.492 0.0919
H -5.856550 5.286977 0.232312 -0.155 -0.376 -0.405 0.0999
As -1.832053 6.491331 1.813198 -0.251 1.635 -2.974 0.7988
F -3.226038 5.474566 2.115683 0.315 0.186 -0.038 -0.2478
F -0.808256 5.141693 2.263591 0.320 0.021 -0.267 -0.2755
F -0.337328 7.482566 1.546720 -0.902 -0.909 -0.090 -0.2910
F -2.861939 7.803713 1.182648 0.999 -1.183 1.063 -0.2540
F -1.818882 7.037144 3.392076 -0.304 0.379 1.347 -0.2023
F -1.772610 5.949944 0.113162 0.299 -0.240 0.794 -0.2764
As -6.631598 -2.204648 -0.464275 -1.653 -1.431 1.135 0.8500
F -6.794753 -3.862812 0.166534 0.194 0.954 -0.327 -0.2871
F -4.933776 -2.311026 -0.013489 -0.331 0.313 -0.235 -0.2816
F -6.370874 -0.558602 -0.995823 -0.122 -0.469 0.086 -0.2516
F -8.344386 -2.220075 -0.894582 1.399 0.424 0.254 -0.2543
F -7.064509 -1.565264 1.184899 0.674 -0.595 -1.603 -0.2971
F -6.272999 -2.871801 -2.072774 0.176 0.661 0.874 -0.2745
As -0.777422 -0.027805 0.346839 -2.419 -3.057 0.643 0.7424
F -0.097078 -1.697010 0.563364 -0.288 1.383 -0.043 -0.2882
F 0.798405 0.625059 0.330650 1.099 0.509 0.004 -0.2432
F -1.496873 1.539644 0.222924 0.074 0.391 -0.295 -0.2398
F -2.429291 -0.757316 0.332099 1.568 0.775 0.215 -0.2718
F -0.840941 0.132491 2.061697 0.103 -0.053 0.571 -0.2500
F -0.712665 -0.255943 -1.333242 0.173 0.247 -1.055 -0.2347
As 0.704558 -5.507177 -3.037691 0.283 1.603 0.015 0.7377
F 1.791484 -4.739343 -1.849720 -0.288 -0.687 -0.037 -0.2705
F 1.509353 -6.987417 -2.834677 -0.068 -0.394 0.277 -0.2058
F -0.376665 -6.158442 -4.236881 0.037 0.283 0.140 -0.2374
F 0.076284 -3.823499 -3.168654 -0.463 -0.747 -0.230 -0.3015
F 1.776345 -5.065379 -4.293671 0.721 0.230 -0.690 -0.2495
F -0.501626 -5.842970 -1.861653 0.007 -0.126 0.562 -0.2341